{"formula": "C70H140O32S13", "method": "ωB97M-V/def2-TZVPD", "species": ["C", "C", "C", "S", "O", "O", "C", "H", "H", "H", "H", "H", "H", "H", "H", "C", "C", "C", "S", "O", "O", "C", "H", "H", "H", "H", "H", "H", "H", "H", "C", "C", "C", "S", "O", "O", "C", "H", "H", "H", "H", "H", "H", "H", "H", "C", "C", "C", "S", "O", "O", "C", "H", "H", "H", "H", "H", "H", "H", "H", "C", "C", "C", "S", "O", "O", "C", "H", "H", "H", "H", "H", "H", "H", "H", "C", "C", "C", "S", "O", "O", "C", "H", "H", "H", "H", "H", "H", "H", "H", "C", "C", "C", "S", "O", "O", "C", "H", "H", "H", "H", "H", "H", "H", "H", "C", "C", "C", "S", "O", "O", "C", "H", "H", "H", "H", "H", "H", "H", "H", "C", "C", "C", "S", "O", "O", "C", "H", "H", "H", "H", "H", "H", "H", "H", "C", "C", "C", "S", "O", "O", "C", "H", "H", "H", "H", "H", "H", "H", "H", "C", "C", "C", "S", "O", "O", "C", "H", "H", "H", "H", "H", "H", "H", "H", "C", "C", "C", "S", "O", "O", "C", "H", "H", "H", "H", "H", "H", "H", "H", "C", "C", "C", "S", "O", "O", "C", "H", "H", "H", "H", "H", "H", "H", "H", "C", "C", "O", "C", "H", "H", "H", "H", "H", "H", "C", "C", "O", "C", "H", "H", "H", "H", "H", "H", "C", "C", "O", "C", "H", "H", "H", "H", "H", "H", "C", "C", "O", "C", "H", "H", "H", "H", "H", "H", "C", "C", "O", "C", "H", "H", "H", "H", "H", "H", "C", "C", "O", "C", "H", "H", "H", "H", "H", "H"], "positions_angstrom": [[-1.0847, 6.8885, 3.1299], [-2.0392, 5.7741, 3.5015], [-3.4510, 6.3117, 3.6024], [-3.3209, 8.1087, 4.0741], [-3.6832, 8.3338, 5.4722], [-3.9337, 8.8969, 2.9607], [-1.4394, 8.1334, 3.9153], [-1.1460, 7.1724, 2.0793], [-0.0473, 6.6413, 3.3554], [-1.7316, 5.3298, 4.4481], [-2.0656, 4.9950, 2.7397], [-4.0670, 5.6960, 4.2577], [-3.7985, 6.3598, 2.5704], [-1.1147, 8.0025, 4.9476], [-1.1941, 9.1304, 3.5494], [4.7855, -4.1837, 2.4454], [6.1526, -4.7207, 2.1361], [6.1822, -5.3225, 0.7373], [5.2997, -3.9499, -0.1983], [4.5340, -4.3815, -1.3899], [6.2341, -2.7956, -0.3095], [4.2086, -3.4960, 1.2001], [4.9528, -3.3861, 3.1693], [4.1053, -4.9794, 2.7492], [6.1849, -5.5300, 2.8656], [6.9210, -3.9600, 2.2743], [5.6845, -6.2877, 0.6431], [7.1994, -5.3337, 0.3459], [3.2869, -4.0304, 0.9698], [3.9054, -2.4491, 1.2164], [2.7429, 3.0387, -6.6731], [1.7422, 2.9997, -5.5216], [1.0865, 1.5816, -5.3429], [1.2067, 0.7182, -6.9106], [-0.1340, 0.5146, -7.5178], [2.1258, -0.3983, -6.7548], [2.0815, 2.1558, -7.7772], [3.6498, 2.5655, -6.2968], [3.0155, 4.0533, -6.9635], [0.9969, 3.7905, -5.6074], [2.3169, 3.2361, -4.6261], [0.0602, 1.5337, -4.9790], [1.6933, 0.9594, -4.6851], [1.2569, 2.7858, -8.1104], [2.5623, 1.8251, -8.6978], [-2.0774, 0.6624, 5.7397], [-3.2372, 0.4031, 6.6962], [-4.5021, 0.3461, 5.8513], [-4.3043, 1.6221, 4.5221], [-4.9469, 2.8857, 4.7672], [-4.5552, 0.9173, 3.2762], [-2.4615, 1.7707, 4.7627], [-1.8134, -0.2570, 5.2171], [-1.1928, 0.8566, 6.3462], [-3.3029, 1.2427, 7.3882], [-3.0469, -0.4549, 7.3410], [-5.4541, 0.4950, 6.3610], [-4.5153, -0.5998, 5.3099], [-2.3039, 2.6513, 5.3855], [-1.8467, 1.8620, 3.8673], [-5.6902, 1.5430, -5.6329], [-5.1164, 1.6921, -7.0440], [-3.6258, 1.6625, -6.9744], [-3.1045, 2.4281, -5.2872], [-2.5687, 3.7736, -5.4108], [-2.3973, 1.4156, -4.5302], [-4.8962, 2.4485, -4.7208], [-5.7132, 0.5409, -5.2046], [-6.7296, 1.8646, -5.5681], [-5.3347, 2.6545, -7.5069], [-5.4214, 0.9255, -7.7563], [-3.0789, 2.1706, -7.7687], [-3.3334, 0.6146, -7.0419], [-5.2951, 3.4538, -4.8559], [-5.0127, 2.2026, -3.6654], [-0.5156, -2.6640, -4.8329], [0.1814, -3.6851, -5.6832], [-0.9300, -4.6508, -6.1800], [-2.5259, -3.6945, -6.2063], [-3.4819, -4.1997, -5.2216], [-2.9158, -3.5214, -7.5976], [-1.7095, -2.1456, -5.6120], [0.1939, -1.9092, -4.4940], [-0.8244, -3.0504, -3.8616], [0.9519, -4.2889, -5.2038], [0.5986, -3.2487, -6.5907], [-1.0691, -5.3628, -5.3665], [-0.7722, -5.2233, -7.0941], [-2.5405, -1.6369, -5.1233], [-1.3739, -1.6280, -6.5107], [4.8258, 3.6664, -3.0334], [3.5251, 3.9267, -2.3267], [3.7747, 4.6252, -0.9925], [5.5185, 5.3036, -0.9656], [6.3692, 4.5337, -0.1125], [5.4737, 6.7449, -0.8117], [5.8018, 4.8990, -2.6939], [4.7314, 3.5039, -4.1071], [5.2600, 2.7933, -2.5461], [2.9500, 3.0009, -2.3100], [2.7752, 4.4671, -2.9045], [3.5803, 3.9727, -0.1412], [3.0969, 5.4685, -0.8604], [6.8752, 4.8323, -2.8717], [5.3885, 5.6906, -3.3189], [-0.8278, 3.4554, -0.5231], [-0.5172, 3.2016, -2.0404], [-1.1775, 4.3602, -2.8108], [-0.6672, 5.8669, -1.8638], [-1.7221, 6.8662, -1.9256], [0.7350, 6.1424, -2.2692], [-0.7279, 4.9690, -0.2540], [-0.0530, 2.8813, -0.0150], [-1.8123, 3.0414, -0.3054], [-0.7905, 2.1944, -2.3551], [0.5461, 3.3367, -2.2385], [-2.2480, 4.3780, -2.6067], [-0.9591, 4.4399, -3.8758], [-1.6219, 5.3090, 0.2690], [0.1470, 5.3501, 0.2727], [3.1878, -2.2343, -4.0552], [2.5922, -1.3767, -2.9203], [3.4570, -0.1443, -2.5455], [4.7782, -0.1203, -3.8103], [6.0793, 0.1344, -3.1441], [4.3883, 0.6958, -4.9661], [4.6370, -1.8743, -4.2617], [2.7408, -2.1977, -5.0486], [3.1317, -3.3146, -3.9209], [2.4337, -2.0325, -2.0642], [1.5656, -1.1072, -3.1685], [4.0429, -0.3072, -1.6409], [3.0482, 0.8659, -2.5660], [5.1759, -2.4899, -3.5415], [5.0498, -2.1004, -5.2448], [-4.8124, -4.4572, 3.6831], [-4.6036, -3.0234, 4.1667], [-3.1187, -2.6297, 3.8842], [-2.5195, -3.6628, 2.4439], [-1.3874, -4.4721, 2.8260], [-2.5107, -2.8298, 1.2385], [-3.9841, -4.6615, 2.3699], [-5.8747, -4.6503, 3.5336], [-4.5489, -5.1363, 4.4940], [-4.8040, -2.8748, 5.2278], [-5.2999, -2.3560, 3.6590], [-2.4114, -2.8612, 4.6806], [-3.0105, -1.5687, 3.6590], [-3.6722, -5.6869, 2.1717], [-4.4753, -4.2408, 1.4925], [2.1446, 4.1089, 5.3411], [1.1225, 3.0119, 5.3671], [1.4974, 2.0104, 4.2795], [1.6188, 3.1329, 2.7700], [0.2409, 3.4910, 2.4156], [2.6051, 2.7091, 1.7795], [2.3630, 4.4196, 3.8170], [3.0552, 3.6875, 5.7671], [1.8600, 5.0065, 5.8900], [0.2283, 3.5994, 5.1595], [0.9339, 2.5507, 6.3366], [0.7746, 1.2265, 4.0534], [2.4763, 1.5704, 4.4703], [2.2210, 5.4109, 3.3865], [3.4359, 4.3491, 3.6381], [6.4457, 0.4583, 0.4174], [7.5296, -0.2234, 1.2693], [6.6680, -0.8742, 2.3950], [5.2602, 0.2766, 2.8464], [5.5280, 1.0870, 4.0281], [4.0255, -0.4998, 2.6990], [5.5040, 1.2693, 1.2698], [5.9297, -0.4134, 0.0149], [6.9329, 1.0336, -0.3699], [8.0789, 0.6217, 1.6842], [8.2483, -0.8446, 0.7348], [7.2402, -1.0629, 3.3033], [6.1996, -1.8296, 2.1587], [6.1586, 2.1189, 1.4641], [4.4916, 1.4386, 0.9031], [1.4961, -3.8394, 6.3881], [2.5564, -3.7817, 5.2925], [2.4407, -2.5326, 4.4427], [0.6987, -1.8938, 4.8665], [-0.1440, -1.7573, 3.6538], [0.7912, -0.8243, 5.8727], [0.1862, -3.3776, 5.7710], [1.7525, -3.2468, 7.2662], [1.3844, -4.8736, 6.7140], [2.4770, -4.6507, 4.6393], [3.5805, -3.8488, 5.6595], [2.2920, -2.6852, 3.3737], [3.1993, -1.7516, 4.4944], [-0.1532, -4.0872, 5.0164], [-0.5793, -3.0467, 6.4729], [-4.8360, 3.0614, 0.7064], [-6.0772, 3.8068, 0.3851], [-7.1088, 3.2172, 0.1523], [-5.9173, 5.3746, 0.2838], [-5.0179, 1.9875, 0.6657], [-4.4991, 3.2500, 1.7257], [-4.0300, 3.2161, -0.0110], [-5.1538, 5.6005, -0.4605], [-5.6564, 5.8031, 1.2515], [-6.8362, 5.7830, -0.1369], [-8.0884, -3.1707, 2.1347], [-7.1368, -2.7841, 1.0058], [-6.7733, -3.6367, 0.1808], [-6.4759, -1.4166, 0.9810], [-8.7899, -2.3730, 2.3789], [-7.6162, -3.5043, 3.0587], [-8.7748, -3.9556, 1.8171], [-5.5932, -1.4120, 0.3415], [-6.1780, -1.0852, 1.9758], [-7.1242, -0.6060, 0.6483], [-1.0878, 0.1592, 1.0968], [0.1196, -0.3453, 0.3175], [0.2807, -0.0312, -0.8337], [1.1249, -1.2902, 0.9839], [-1.8780, -0.5832, 1.2089], [-1.5406, 1.0635, 0.6902], [-0.8960, 0.2308, 2.1674], [1.5160, -0.7835, 1.8662], [1.8774, -1.5807, 0.2508], [0.4960, -2.1087, 1.3340], [-2.7636, -1.3179, -2.4396], [-3.6832, -0.1651, -2.0047], [-3.3150, 0.9099, -1.6764], [-5.1546, -0.4141, -1.9586], [-1.8213, -0.9757, -2.8675], [-3.2847, -2.0695, -3.0325], [-2.5769, -1.8166, -1.4885], [-5.6884, 0.0543, -1.1316], [-5.3249, -1.4902, -1.9922], [-5.6342, -0.0102, -2.8502], [0.7717, -4.4120, -1.1177], [0.8761, -5.5339, -2.1785], [0.0537, -5.6735, -3.0748], [1.9458, -6.5274, -2.1363], [-0.1817, -4.2482, -0.6153], [0.8235, -3.5025, -1.7160], [1.6153, -4.3426, -0.4310], [1.5889, -7.4360, -2.6212], [2.5371, -6.6733, -1.2323], [2.6310, -6.1243, -2.8820], [2.5222, -8.9736, 0.7673], [1.8866, -7.7011, 1.3652], [2.4814, -6.6482, 1.6280], [0.4178, -7.7498, 1.6885], [3.3987, -8.7216, 0.1704], [1.8906, -9.6818, 0.2309], [2.9934, -9.5494, 1.5639], [0.2178, -8.1735, 2.6726], [-0.1352, -8.4958, 1.1177], [-0.0497, -6.7855, 1.4893]], "atomic_forces_ev_per_a": [[0.429, 1.111, -0.630], [-0.013, -0.334, 0.269], [0.223, 0.768, -0.339], [-0.085, 0.223, -1.287], [0.159, -0.089, -1.300], [1.189, -1.413, 2.378], [-1.650, -0.018, 1.074], [-0.009, -0.410, -0.230], [0.001, -0.214, -0.182], [0.053, -0.106, 0.062], [0.379, -0.152, 0.128], [-0.250, 0.448, -0.067], [-0.614, 0.053, 0.219], [-0.010, 0.308, 0.102], [0.204, -0.311, -0.221], [-0.387, 2.008, -0.612], [-0.051, -1.485, 0.286], [0.009, 1.458, -0.509], [-0.026, 1.425, -0.347], [1.249, 0.450, 1.741], [-1.006, -2.097, -0.162], [-1.110, -1.600, -0.863], [-0.546, -0.368, 0.623], [0.085, 0.252, 0.264], [1.181, -0.023, 0.042], [0.081, -0.289, -0.009], [-0.174, 0.248, -0.122], [-0.160, -0.187, -0.214], [-0.166, -0.041, -0.195], [0.822, 0.148, 0.059], [0.218, -2.049, -0.249], [-0.354, -0.098, 0.808], [0.603, 0.307, 0.087], [-0.357, 1.095, -1.268], [2.052, 0.161, 0.931], [-0.768, 0.327, -0.287], [-1.087, 0.508, 0.393], [0.149, -0.085, -0.232], [-0.377, -0.092, -0.298], [-0.244, -0.187, -0.177], [-0.260, -0.078, 0.190], [-0.069, 0.361, -0.194], [0.119, 0.092, 0.033], [-0.427, -0.267, -0.192], [0.543, -0.172, 0.492], [0.299, -1.168, -0.184], [-0.214, 0.915, 0.134], [-0.014, 0.138, -0.150], [1.588, -1.252, -0.400], [0.015, -0.236, 0.270], [-0.038, 0.330, 0.351], [-0.265, 0.381, 1.471], [-0.170, -0.095, -0.197], [0.117, 0.465, -0.310], [-0.084, 0.204, 0.066], [-0.245, -0.271, -0.313], [0.130, 0.107, 0.031], [-0.216, 0.163, -0.158], [-0.352, 0.588, -0.453], [-0.477, -0.190, -0.217], [-0.297, 0.003, 0.272], [-0.059, 0.514, -0.504], [1.593, -0.242, 0.777], [-2.058, -1.058, -1.063], [-0.355, -0.957, -0.148], [0.178, 0.403, -0.146], [0.418, 0.820, 0.092], [0.400, -0.338, -0.551], [-0.066, 0.061, -0.268], [-0.792, 0.125, 0.308], [-0.290, -0.045, 0.201], [-0.200, 0.257, 0.135], [0.638, 0.072, 0.681], [0.494, 0.274, -0.002], [0.521, -0.096, -0.005], [0.179, 0.770, 1.410], [-0.768, -1.137, -1.702], [-0.661, -0.385, 1.413], [1.449, -0.046, -0.516], [0.905, 0.548, -0.801], [-0.282, -0.075, 0.729], [-0.717, -0.926, -0.547], [-0.086, 0.543, -0.581], [-0.305, -0.647, -0.097], [-0.062, 0.270, 0.245], [0.296, 0.463, 0.197], [-0.204, -0.198, -0.026], [-0.059, 0.498, -0.121], [0.550, 0.343, 0.277], [-0.206, 0.129, -0.032], [2.100, 0.711, 0.957], [-1.142, 0.258, -0.528], [-0.108, 0.064, 0.594], [-2.096, 0.643, -1.372], [0.404, -0.641, 0.409], [0.080, -0.680, 0.126], [-1.291, -0.746, -0.863], [0.128, -0.019, 0.124], [0.200, -0.303, -0.405], [0.302, -0.455, 0.968], [0.517, 0.946, -0.226], [0.516, -0.083, 0.103], [0.211, 0.195, -0.148], [-0.147, -0.455, -0.015], [0.241, 0.519, 0.392], [1.330, -0.274, -1.466], [-0.107, 1.224, -0.021], [-0.134, 0.259, 1.047], [0.496, -1.839, -1.482], [0.996, -0.160, 0.173], [-1.862, 0.083, 1.083], [-0.159, 0.431, -0.092], [-0.347, 0.203, 0.494], [0.037, 0.228, 0.133], [-0.314, 0.188, -0.023], [0.296, -0.275, 0.269], [-0.229, -0.185, -0.446], [-0.009, 0.163, 0.279], [0.069, 0.278, -0.098], [0.071, -0.467, 0.160], [0.102, -0.341, -1.539], [-1.023, -0.128, 0.069], [0.971, -0.817, -0.951], [1.710, 0.021, 0.017], [-1.967, -0.149, -1.071], [0.228, -0.583, 1.281], [0.521, -0.292, 0.795], [-0.762, 1.013, 0.207], [0.017, -0.025, 0.905], [0.420, 0.216, 0.260], [0.117, 0.404, -0.088], [-0.242, 0.090, 0.160], [-0.459, -0.310, 0.076], [0.608, 0.557, 0.230], [-0.168, 0.466, -0.041], [0.179, -0.215, -0.148], [0.990, 0.394, -0.315], [-0.068, -0.201, -0.411], [-1.204, 1.714, 0.245], [0.205, 0.099, -0.081], [0.540, -0.864, 0.968], [-0.675, -0.189, 0.455], [0.093, -0.016, -0.365], [0.497, -0.233, -0.255], [-0.038, -0.353, 0.076], [0.255, 0.161, -0.266], [-0.270, -0.158, 0.150], [0.094, -0.123, -0.331], [-0.150, 0.038, 0.059], [-0.393, -0.240, 0.066], [0.734, 0.135, -0.835], [-1.234, 0.253, 0.036], [-0.372, 0.552, -1.145], [0.069, -0.302, 2.066], [1.372, -0.300, -0.016], [-1.199, 0.197, 0.452], [1.510, 0.295, -0.125], [0.341, 0.460, -0.136], [-0.068, -0.167, 0.030], [-0.746, -0.776, -0.463], [0.432, -0.119, 0.015], [-0.043, 0.081, 0.104], [0.088, -0.005, -0.137], [-0.967, 0.113, 0.423], [0.102, -0.551, -0.207], [-0.001, -2.149, -1.086], [-1.565, 1.386, 1.328], [0.728, -0.089, 1.004], [1.542, 0.418, -2.327], [-0.476, -0.908, -0.605], [0.491, 0.501, 0.629], [0.779, -0.378, 1.127], [-0.255, 0.252, -0.777], [-0.479, 0.105, -0.121], [0.449, -0.206, 0.506], [-0.558, -0.292, 0.028], [0.003, 0.216, 0.177], [-0.051, 0.269, -0.552], [-1.054, 0.740, 0.678], [0.331, 0.381, -0.140], [-0.199, -0.475, 0.352], [1.034, -0.256, -0.465], [-2.020, 0.894, -0.625], [0.126, 0.009, -0.231], [1.193, 0.378, 1.927], [-0.174, -0.629, -1.225], [0.662, 0.565, -0.496], [0.056, 0.135, -0.118], [0.058, 0.016, 0.136], [-0.351, -0.081, -0.023], [-0.093, 0.051, 0.426], [0.209, -0.455, -0.036], [-0.290, 0.041, 0.590], [-0.309, 0.019, 0.062], [-0.011, -0.203, -0.077], [0.528, -1.198, 0.254], [0.010, 1.222, -0.522], [0.052, 0.545, 0.082], [-0.711, -1.524, -0.503], [-0.226, 0.016, 0.038], [0.152, 0.355, -0.016], [0.023, 0.483, 0.046], [0.360, -0.064, 0.222], [-0.060, 0.048, -0.108], [-0.109, 0.078, 0.455], [-1.108, 0.284, -0.537], [1.482, -1.523, -0.930], [-0.926, 1.446, 1.474], [-0.074, 0.123, 0.315], [0.363, 0.452, 0.186], [0.323, 0.204, -0.165], [0.441, -0.342, -0.234], [-0.204, -0.312, 0.149], [0.028, -0.167, 0.229], [-0.358, -0.162, -0.164], [-0.112, -0.363, 0.760], [-0.066, -0.165, 0.405], [0.033, 0.352, -0.789], [-1.338, 0.740, -0.071], [-0.015, -0.439, -0.859], [0.338, -0.119, -0.061], [0.631, 0.591, 0.107], [0.342, -0.150, -0.062], [-0.029, 0.021, 0.201], [0.354, -0.407, 0.081], [-0.652, 0.503, 0.697], [-0.626, -1.476, -0.831], [1.658, 2.235, 0.721], [-0.775, -1.089, -0.488], [-0.205, 0.070, 0.053], [0.050, 0.191, -0.259], [0.356, -0.192, 0.211], [0.472, 0.028, 0.036], [-0.407, -0.044, 0.186], [0.189, 0.043, -0.296], [0.452, 0.525, -1.223], [-2.322, 0.013, 0.734], [0.328, 0.923, 0.711], [1.447, -0.429, -0.591], [-0.114, -0.790, 0.045], [0.147, 0.288, -0.185], [-0.131, -0.429, 0.057], [-0.040, -0.139, 0.423], [-0.352, 0.090, 0.066], [0.568, 0.019, -0.030], [0.950, 0.608, 0.406], [-0.010, 0.897, 0.372], [-0.102, -2.031, -0.783], [-0.676, -0.829, -0.623], [-0.197, 0.254, -0.309], [-0.321, 0.516, 0.034], [-0.244, 0.003, 0.471], [0.338, 0.691, 0.518], [0.252, 0.005, -0.657], [0.098, 0.041, 0.584]], "mulliken_charge": [0.11, 0.68, -0.75, 1.09, -0.66, -0.65, -0.96, 0.13, -0.15, 0.01, -0.38, 0.67, 0.07, 0.36, 0.51, -0.10, -0.79, -0.89, 1.09, -0.59, -0.68, 1.00, 0.20, 0.20, 0.46, 0.26, 0.28, 0.52, -0.59, -0.14, -0.66, 0.85, 1.05, 1.03, -0.69, -0.55, -1.14, 0.15, 0.56, 0.36, -1.17, -0.13, -0.67, 0.39, 0.53, 0.86, -1.35, -0.14, 1.04, -0.73, -0.42, -0.29, -1.01, 0.49, 0.41, 0.47, 0.62, -0.41, 0.39, -0.03, -0.52, -0.86, -0.53, 1.09, -0.86, -0.14, -0.33, 0.20, 0.45, 0.28, 0.39, 0.55, 0.09, 0.53, -0.25, 1.43, -0.67, -0.92, 1.07, -0.65, -0.71, 0.24, -1.31, 0.11, 0.10, 0.49, 0.32, 0.50, -0.19, 0.21, -0.12, 0.93, -0.18, 1.10, -0.57, -0.70, -0.99, 0.18, -0.12, -0.86, 0.23, -0.30, 0.51, 0.50, 0.41, 2.48, 1.11, -1.23, 1.21, -0.76, -0.60, -0.34, -0.53, -1.73, -0.17, -0.70, 0.34, 0.47, 0.04, 0.35, -0.20, 2.30, 1.23, 0.90, -0.68, -0.48, -0.95, -0.04, 0.39, -1.37, -0.96, -0.16, -0.59, 0.28, 0.51, -0.99, -0.26, 0.37, 1.34, -0.79, -0.59, -0.92, 0.48, 0.34, 0.59, -0.26, -0.02, -0.38, 0.52, 0.22, -0.99, -0.09, 0.47, 0.63, -0.04, -0.43, -0.97, 0.41, 0.29, -0.27, 0.48, -0.88, 0.31, 0.63, 0.33, -0.09, -1.10, -0.25, 1.14, -0.83, -0.26, -0.19, -0.46, 0.65, 0.43, 0.38, 0.69, -0.54, 0.46, -0.11, -1.18, -0.39, 0.33, 1.19, 0.16, -0.80, -0.78, 0.31, 0.46, 0.14, 0.39, -0.64, 0.39, 0.18, 0.51, 0.78, 0.61, -0.61, -1.05, -0.28, -0.02, -0.29, 0.31, 0.22, 0.34, -1.15, 0.59, -0.58, -0.03, 0.41, 0.12, 0.36, -0.26, -0.10, 0.68, 1.84, 0.02, -0.25, 2.13, -0.41, -0.65, -1.13, -0.50, -0.88, -0.22, -0.07, 1.02, -0.36, -1.30, -0.39, 0.71, -0.13, -0.04, 0.57, -0.08, 1.02, 0.48, -0.62, -1.02, 0.46, -0.70, -0.37, 0.44, 0.01, 0.26, -1.46, 0.90, -0.43, -1.08, 0.35, 0.39, 0.42, 0.38, 0.45, 0.09], "relative_energy_kj_mol": 393.7, "homo_energy_ev": -9.245}